11
Properties=species:S:1:pos:R:3:forces:R:3:mulliken_charge:R:1 method="wB97M-V/def2-TZVPD" e_homo_ev=-9.219 orbital_gap_ha=0.303 lumo_energy_ev=-0.982 e_above_lowest_kj_mol=37.2
C 0.9937 -1.2159 -0.0141 0.114 0.536 0.013 -0.03
C 0.0743 -0.2232 -0.0209 0.007 -0.439 0.012 0.37
C -0.8255 1.6905 -0.0144 -0.013 -0.308 0.068 -0.06
C -1.3816 -0.3439 -0.0034 0.311 -0.104 -0.052 0.25
H 2.5722 0.3927 0.1019 0.069 -0.021 -0.088 0.21
H 0.6802 -2.2509 0.0024 -0.047 -0.017 -0.054 0.27
H -0.9881 2.7571 0.0011 -0.001 0.036 -0.040 0.43
N 0.3490 1.1475 -0.0302 -0.111 0.000 0.043 -0.55
N -1.9320 0.8164 0.0015 -0.050 0.169 -0.013 -0.55
S 2.7008 -0.9429 -0.0119 -0.364 -0.053 0.084 -0.16
Cl -2.2431 -1.8273 -0.0120 0.085 0.201 0.027 -0.17